{
  "formula": "C3H7N",
  "method": "ωB97M-V/def2-TZVPD",
  "total_charge": 0,
  "homo_energy_ev": -9.143,
  "homo_lumo_gap_ev": 10.43,
  "lumo_energy_ev": 1.286,
  "smiles": "CN1CC1",
  "species": ["C", "N", "C", "C", "H", "H", "H", "H", "H", "H", "H"],
  "positions_angstrom": [[1.257, 0.492, 0.314], [0.350, -0.524, -0.178], [-0.942, -0.727, 0.441], [-0.817, -0.060, -0.885], [0.760, 1.285, 0.904], [1.784, 0.932, -0.544], [2.022, 0.035, 0.945], [-1.269, -1.765, 0.534], [-1.193, -0.039, 1.262], [-0.976, -0.508, -1.867], [-1.017, 1.008, -0.840]],
  "atomic_forces_ev_per_a": [[0.1326, 0.0659, 0.1775], [0.2440, -0.1014, -0.2013], [0.0478, 0.0038, 0.1644], [0.0775, 0.2931, -0.2848], [0.0428, -0.0940, -0.2507], [-0.2242, 0.0177, 0.2262], [-0.1011, -0.0353, 0.0675], [0.0741, 0.3816, 0.0631], [-0.0449, -0.4411, -0.2320], [-0.3047, -0.1191, 0.4310], [0.0562, 0.0288, -0.1609]],
  "mulliken_charge": [-0.749, -0.294, -0.336, -0.400, 0.293, 0.285, 0.269, 0.232, 0.227, 0.236, 0.239]
}



{
  "formula": "C3H7N2",
  "method": "ωB97M-V/def2-TZVPD",
  "total_charge": 1,
  "homo_energy_ev": [-12.834, -12.833],
  "homo_lumo_gap_ev": [8.50, 8.50],
  "lumo_energy_ev": [-4.330, -4.331],
  "species": ["C", "C", "C", "N", "N", "H", "H", "H", "H", "H", "H", "H"],
  "positions_angstrom": [[-1.845, 0.321, -0.021], [1.454, -0.542, 0.152], [0.203, -0.510, -0.605], [-1.034, -0.647, -0.062], [1.037, 0.726, -0.175], [-1.393, 1.328, -0.259], [-2.843, 0.155, 0.520], [1.397, -0.921, 1.113], [2.300, -0.810, -0.453], [-1.450, -1.567, 0.171], [0.458, 1.212, 0.427], [1.716, 1.256, -0.807]],
  "atomic_forces_ev_per_a": [[-2.5806, 2.4954, 1.9341], [0.2897, -3.8484, -0.9556], [2.4836, -1.1578, -2.2693], [0.1152, -0.3531, 0.2841], [0.0001, 2.3607, -2.6722], [-1.3451, -1.1255, 0.0859], [1.5251, 0.5448, -1.3758], [0.4692, -0.0628, 2.1207], [0.3966, -0.4556, 0.2767], [1.0346, 0.2683, -0.2346], [-0.4338, 1.9023, 1.9224], [-1.9546, -0.5685, 0.8834]],
  "mulliken_charge": [-0.410, -0.237, -0.166, 0.020, -0.247, 0.299, 0.264, 0.321, 0.234, 0.328, 0.284, 0.309]
}



{
  "formula": "C3H7N2",
  "method": "ωB97M-V/def2-TZVPD",
  "total_charge": 1,
  "homo_energy_ev": -15.046,
  "homo_lumo_gap_ev": 11.59,
  "lumo_energy_ev": -3.453,
  "smiles": "NC1([NH3+])C=C1",
  "species": ["C", "C", "C", "N", "N", "H", "H", "H", "H", "H", "H", "H"],
  "positions_angstrom": [[0.999, 0.170, -1.093], [1.484, -0.163, 0.050], [0.022, 0.166, -0.064], [-0.738, 1.138, 0.633], [-0.973, -1.030, -0.096], [1.294, 0.453, -1.997], [2.189, -0.134, 0.788], [-0.560, 2.126, 0.368], [-0.234, 1.125, 1.589], [-1.723, -0.558, 0.359], [-0.660, -1.866, 0.490], [-1.099, -1.428, -1.027]],
  "atomic_forces_ev_per_a": [[0.4238, -0.3421, 1.6874], [-2.8444, 0.6669, -0.3621], [0.3474, -1.6873, 0.1204], [2.0755, 1.8011, 2.5958], [2.0527, -2.1137, 0.8761], [0.7561, 1.1772, -3.8253], [1.9501, -0.5184, 1.4210], [-0.3301, -0.9808, -0.4156], [-1.6282, 0.2407, -1.3997], [-1.7710, -0.1637, -0.0166], [-0.4219, 1.4606, -0.6568], [-0.6100, 0.4594, -0.0245]],
  "mulliken_charge": [-0.515, -0.397, 0.485, -0.781, -0.370, 0.450, 0.435, 0.310, 0.310, 0.357, 0.359, 0.357]
}



{
  "formula": "C3H7N2",
  "method": "ωB97M-V/def2-TZVPD",
  "total_charge": 1,
  "homo_energy_ev": -14.945,
  "homo_lumo_gap_ev": 10.19,
  "lumo_energy_ev": -4.751,
  "species": ["C", "C", "C", "N", "N", "H", "H", "H", "H", "H", "H", "H"],
  "positions_angstrom": [[0.471, -0.124, -0.004], [-1.670, 0.353, -0.008], [1.868, -0.323, 0.087], [-1.137, -1.039, 0.221], [-0.332, 0.892, -0.172], [-2.365, 0.626, -0.784], [-2.173, 0.616, 0.974], [2.285, 0.559, -0.347], [2.141, -1.140, -0.424], [2.197, -0.423, 1.174], [-1.317, -1.854, -0.365], [0.032, 1.857, -0.353]],
  "atomic_forces_ev_per_a": [[-7.5319, -1.9277, 0.2639], [-0.1529, -1.0387, 1.6975], [-0.1267, 2.2935, 3.0524], [4.1052, 2.4517, 0.2091], [2.0530, 0.9309, -0.0029], [0.0398, -0.3868, -0.7485], [0.8766, 0.2533, -1.0681], [0.8316, 0.6739, -0.2213], [1.1704, -3.1356, -1.8496], [-0.4999, 0.1342, -1.2570], [0.0562, 0.5394, -0.5049], [-0.8215, -0.7881, 0.4293]],
  "mulliken_charge": [0.441, -0.229, -0.910, -0.398, 0.003, 0.309, 0.256, 0.339, 0.338, 0.314, 0.282, 0.256]
}



{
  "formula": "C3H7N2",
  "method": "ωB97M-V/def2-TZVPD",
  "total_charge": 1,
  "homo_energy_ev": -14.535,
  "homo_lumo_gap_ev": 10.44,
  "lumo_energy_ev": -4.091,
  "species": ["C", "C", "C", "N", "N", "H", "H", "H", "H", "H", "H", "H"],
  "positions_angstrom": [[0.263, 1.732, 1.496], [0.127, 0.599, 1.093], [-0.110, -0.525, 0.332], [1.366, -1.018, -0.672], [-1.029, -0.264, -0.806], [0.258, 2.509, 2.193], [-0.361, -1.481, 0.934], [2.087, -1.042, 0.043], [1.354, -0.133, -1.142], [-2.108, -0.082, -0.550], [-1.063, -0.933, -1.595], [-0.785, 0.639, -1.328]],
  "atomic_forces_ev_per_a": [[-0.3060, -1.9668, 0.1465], [0.2071, 2.7758, 0.5229], [2.8784, -4.8915, -2.0452], [-4.1881, 0.3171, 2.4118], [-3.5968, 2.1217, -1.4285], [0.2184, 1.1961, 0.3199], [0.1027, 1.6370, -1.3318], [0.2245, 0.3115, -0.1186], [1.1464, 0.7014, -0.3742], [2.8803, -0.6063, -0.1979], [0.4671, -0.4902, 0.8749], [-0.0339, -1.1058, 1.2202]],
  "mulliken_charge": [0.065, -0.389, -0.176, -0.573, -0.439, 0.430, 0.292, 0.298, 0.272, 0.407, 0.387, 0.424]
}



{
  "formula": "C3H7N2",
  "method": "ωB97M-V/def2-TZVPD",
  "total_charge": 1,
  "homo_energy_ev": -18.275,
  "homo_lumo_gap_ev": 12.20,
  "lumo_energy_ev": -6.071,
  "species": ["C", "C", "C", "N", "N", "H", "H", "H", "H", "H", "H", "H"],
  "positions_angstrom": [[-0.119, 1.272, 0.119], [0.212, -1.349, 0.216], [-0.470, -0.075, -0.363], [-3.330, 0.242, -0.200], [-2.353, -0.144, 0.035], [0.790, 1.659, -0.269], [0.029, 1.313, 1.181], [-0.856, 1.976, -0.186], [0.876, -1.470, -0.694], [0.882, -1.268, 1.123], [-0.415, -2.177, -0.001], [-0.653, -0.086, -1.396]],
  "atomic_forces_ev_per_a": [[-0.8480, -0.4303, 1.0249], [0.8400, 2.5379, -2.2645], [2.7186, -1.0651, 2.3418], [-2.1903, 0.5590, -0.2538], [1.9402, -0.4471, 0.2419], [1.1443, -0.1821, -0.9732], [-0.1831, -0.0743, 0.6435], [-0.6412, 0.7223, -0.2090], [0.1310, 0.0680, 0.8639], [-1.5071, -0.1043, -0.8736], [-0.6031, -1.0638, 0.7856], [-0.8012, -0.5202, -1.3276]],
  "mulliken_charge": [-1.248, -0.937, 0.491, -0.141, 0.269, 0.382, 0.371, 0.413, 0.344, 0.321, 0.375, 0.360]
}



{
  "formula": "C3H7N2O",
  "method": "ωB97M-V/def2-TZVPD",
  "total_charge": 1,
  "homo_energy_ev": -14.954,
  "homo_lumo_gap_ev": 9.07,
  "lumo_energy_ev": -5.881,
  "species": ["C", "C", "C", "N", "N", "O", "H", "H", "H", "H", "H", "H", "H"],
  "positions_angstrom": [[-0.013, -1.704, 0.490], [-1.152, 0.206, -0.141], [1.735, 0.396, -0.707], [-1.338, 1.380, 0.562], [-0.011, -0.497, 0.091], [-1.813, -0.189, -1.103], [0.843, -2.414, 0.523], [-0.903, -2.282, 0.842], [2.448, 0.219, 0.235], [1.453, 1.432, -0.824], [1.805, -0.296, -1.539], [-0.966, 1.724, 1.359], [-2.088, 2.023, 0.211]],
  "atomic_forces_ev_per_a": [[-0.0561, -1.4520, 0.3497], [-3.4611, 2.3810, -2.0145], [-0.1408, -1.8678, 3.7025], [-2.8716, -0.7891, -4.3487], [5.0291, -1.3405, 0.4818], [0.5782, 1.0351, 1.9013], [0.0421, 1.3106, -0.2547], [0.1235, 1.2299, -0.4307], [-1.7148, 0.2405, -2.3710], [-0.4201, -0.0503, -0.2445], [0.0034, 0.2599, -0.0024], [2.0117, 0.3809, 3.0105], [0.8765, -1.3380, 0.2206]],
  "mulliken_charge": [-0.087, 0.500, -0.330, -0.335, -0.204, -0.489, 0.265, 0.291, 0.304, 0.286, 0.340, 0.188, 0.270]
}



{
  "formula": "C3H7N2O",
  "method": "ωB97M-V/def2-TZVPD",
  "total_charge": 1,
  "homo_energy_ev": -15.918,
  "homo_lumo_gap_ev": 9.13,
  "lumo_energy_ev": -6.785,
  "species": ["C", "C", "C", "N", "N", "O", "H", "H", "H", "H", "H", "H", "H"],
  "positions_angstrom": [[0.487, -1.155, 0.145], [-0.609, -0.135, 0.003], [-0.218, 2.334, -0.698], [3.140, 1.714, -0.429], [2.100, 2.015, -0.492], [-0.585, 2.636, -1.748], [1.416, -0.842, 0.762], [0.299, -2.013, 0.871], [0.896, -1.570, -0.689], [-0.185, 0.705, -0.696], [-1.040, 0.127, 1.016], [-0.172, 2.714, 0.306], [-1.446, -0.530, -0.715]],
  "atomic_forces_ev_per_a": [[1.5867, -0.0015, 4.8254], [-1.4931, -1.4468, -0.7563], [-2.3446, 1.5276, -3.4061], [0.6611, -0.1522, 0.0308], [-0.2467, 0.0522, -0.0628], [1.4031, -1.1285, 2.6836], [-1.3212, 0.5231, -1.0749], [-0.9064, 0.8889, -1.1190], [0.6333, -0.9894, -2.7355], [-0.1617, -0.1474, 0.9730], [0.4961, 0.3965, -1.4452], [0.3681, -0.3649, 0.6668], [1.3253, 0.8423, 1.4202]],
  "mulliken_charge": [-1.134, -0.231, 0.437, -0.285, 0.287, -0.107, 0.283, 0.341, 0.410, -0.080, 0.349, 0.406, 0.322]
}



{
  "formula": "C3H7N2O",
  "method": "ωB97M-V/def2-TZVPD",
  "total_charge": 1,
  "homo_energy_ev": -14.656,
  "homo_lumo_gap_ev": 10.07,
  "lumo_energy_ev": -4.590,
  "smiles": "[H]/N=C/[C@H](O)C=[NH2+]",
  "species": ["C", "C", "C", "N", "N", "O", "H", "H", "H", "H", "H", "H", "H"],
  "positions_angstrom": [[1.113, -0.376, 0.760], [-0.122, 0.607, 0.339], [-0.294, 0.267, -1.016], [1.965, -0.824, -0.082], [-1.381, -0.304, -1.310], [-1.338, 0.331, 1.013], [1.163, -0.079, 1.805], [0.337, 1.590, 0.545], [2.663, -1.400, 0.346], [0.748, -0.015, -1.671], [-1.536, -0.491, -2.355], [-1.819, -0.213, -0.371], [-1.499, 0.907, 1.996]],
  "atomic_forces_ev_per_a": [[0.2560, 2.2221, -0.8342], [2.0872, -0.0917, 1.9691], [4.5814, -1.8479, -3.8671], [-2.6752, 0.1691, 1.0628], [0.1417, 0.7829, -2.2645], [0.0951, 2.5294, 4.5264], [0.7166, -1.6275, 0.6985], [-0.5519, -0.1433, -0.3044], [0.9197, -0.0235, 0.4573], [-3.0011, 1.7587, 1.4980], [-0.5520, -0.4266, 2.4939], [-2.8698, -0.7933, -0.8567], [0.8524, -2.5083, -4.5793]],
  "mulliken_charge": [-0.140, 0.448, -0.343, -0.511, -0.168, -0.670, 0.318, 0.350, 0.280, 0.334, 0.332, 0.324, 0.447]
}



{
  "formula": "C3H7N2O",
  "method": "ωB97M-V/def2-TZVPD",
  "total_charge": 1,
  "homo_energy_ev": -14.875,
  "homo_lumo_gap_ev": 11.48,
  "lumo_energy_ev": -3.395,
  "species": ["C", "C", "C", "N", "N", "O", "H", "H", "H", "H", "H", "H", "H"],
  "positions_angstrom": [[-0.417, 0.692, -0.004], [1.485, 0.407, 0.078], [0.951, -1.028, 0.054], [-0.443, -0.609, -0.021], [-1.311, 1.625, 0.022], [-1.566, -1.392, 0.065], [1.957, 0.795, -0.810], [1.846, 0.792, 1.019], [1.254, -1.602, -0.825], [1.161, -1.601, 0.960], [-1.053, 2.602, 0.021], [-2.297, 1.387, 0.074], [-1.566, -2.069, -0.633]],
  "atomic_forces_ev_per_a": [[4.5632, -0.3681, 0.1512], [-4.0968, 0.7201, -0.1638], [0.3935, -0.5384, 0.0783], [-0.3247, -0.4231, -0.3901], [-0.7820, -0.0217, 0.0431], [-0.2082, 0.1739, 0.4500], [0.0623, 0.0326, -0.0971], [0.0864, 0.0165, 0.0992], [-0.0608, 0.0541, 0.0975], [-0.0700, 0.0795, -0.0877], [0.0552, -0.1312, 0.0066], [0.0992, 0.1179, -0.0387], [0.2827, 0.2878, -0.1485]],
  "mulliken_charge": [0.145, -0.431, -0.406, 0.330, -0.332, -0.420, 0.306, 0.308, 0.328, 0.280, 0.244, 0.265, 0.381]
}